Record 1
{
  "formula": "CdH4O10P2",
  "method": "the ωB97M-V functional and the def2-TZVPD basis",
  "total_charge": -4,
  "multiplicity": 1,
  "energy_ev": -43668.8289,
  "e_lumo_ev": 8.86,
  "species": ["Cd", "P", "O", "O", "O", "O", "P", "O", "O", "O", "O", "O", "H", "H", "O", "H", "H"],
  "xyz": [[-6.9943, -13.0107, 16.2561], [-3.0477, -13.3582, 15.1100], [-3.8121, -14.1696, 16.1623], [-4.1902, -12.5910, 14.4183], [-2.0775, -14.0534, 14.1921], [-2.0293, -12.6752, 16.0239], [-7.1325, -12.7266, 20.3638], [-6.2743, -11.8975, 19.4112], [-7.9115, -12.0705, 21.5001], [-6.0060, -13.4350, 21.0857], [-7.9240, -13.6065, 19.3690], [-9.3662, -14.8947, 14.6285], [-9.7348, -15.5104, 15.2620], [-9.9224, -14.9847, 13.8548], [-8.8795, -10.1414, 15.2263], [-8.8929, -9.2421, 15.5540], [-9.4552, -10.1269, 14.4618]],
  "lowdin_charge": [0.63, -0.27, -0.39, -0.56, -0.50, -0.39, -0.27, -0.39, -0.54, -0.38, -0.57, -0.18, 0.00, -0.02, -0.15, 0.00, -0.01]
}

***

Record 2
{
  "formula": "C19H37BrClO15PS4",
  "method": "the ωB97M-V functional and the def2-TZVPD basis",
  "total_charge": 0,
  "multiplicity": 1,
  "smiles": "CC1=CC(=O)C(Br)=C(P(O)Cl)C1=O.CCOS(C)(=O)=O.CCOS(C)(=O)=O.CCOS(C)(=O)=O.CCOS(C)(=O)=O",
  "energy_ev": -186208.7506,
  "e_lumo_ev": -1.52,
  "species": ["C", "C", "C", "C", "O", "C", "Br", "C", "P", "O", "Cl", "C", "O", "H", "H", "H", "H", "H", "C", "C", "O", "S", "C", "O", "O", "H", "H", "H", "H", "H", "H", "H", "H", "C", "C", "O", "S", "C", "O", "O", "H", "H", "H", "H", "H", "H", "H", "H", "C", "C", "O", "S", "C", "O", "O", "H", "H", "H", "H", "H", "H", "H", "H", "C", "C", "O", "S", "C", "O", "O", "H", "H", "H", "H", "H", "H", "H", "H"],
  "xyz": [[-1.2220, 1.1640, -3.4352], [-0.5994, 0.0329, -2.6842], [0.0979, 0.1406, -1.5423], [0.8896, -0.9851, -1.0238], [1.4440, -0.9192, 0.0524], [1.0882, -2.1598, -1.9345], [2.3806, -3.4188, -1.4289], [0.4220, -2.2565, -3.0940], [0.8674, -3.4236, -4.4491], [-0.0196, -2.7909, -5.6524], [2.7014, -2.5623, -4.8945], [-0.7665, -1.3541, -3.2078], [-1.8303, -1.7710, -3.5687], [-2.0646, 0.8179, -4.0320], [-1.5091, 1.9805, -2.7751], [-0.4659, 1.5452, -4.1310], [0.1083, 1.0735, -0.9955], [0.2889, -1.9140, -5.9253], [-3.7421, 3.6688, 1.7453], [-2.7460, 4.6855, 2.2587], [-1.3978, 4.1557, 2.3053], [-0.5853, 4.0604, 0.9521], [0.9929, 3.7544, 1.6641], [-0.5969, 5.3343, 0.3015], [-1.0162, 2.9015, 0.2251], [-3.5812, 3.4533, 0.6896], [-4.7566, 4.0466, 1.8686], [-3.6535, 2.7341, 2.2943], [-2.7551, 5.6033, 1.6696], [-2.9659, 4.9537, 3.2897], [1.2892, 4.6257, 2.2404], [1.6848, 3.5845, 0.8420], [0.9277, 2.8727, 2.2963], [2.0795, -1.2452, 3.5430], [0.8925, -0.3040, 3.5099], [0.2530, -0.1865, 4.8073], [0.9628, 0.7541, 5.8700], [-0.3762, 0.8703, 7.0046], [1.1975, 2.0305, 5.2637], [2.0426, 0.0543, 6.4899], [2.8944, -0.8338, 4.1371], [2.4399, -1.4138, 2.5286], [1.7971, -2.2005, 3.9848], [1.1713, 0.6854, 3.1484], [0.1220, -0.6907, 2.8470], [-1.2046, 1.3760, 6.5170], [-0.0210, 1.4498, 7.8534], [-0.6531, -0.1321, 7.3195], [-8.5850, -0.0812, 5.1015], [-7.5544, 0.8947, 5.6293], [-6.2217, 0.3312, 5.6620], [-5.4290, 0.2473, 4.2893], [-3.8376, -0.0741, 4.9667], [-5.4401, 1.5405, 3.6736], [-5.8691, -0.8927, 3.5502], [-8.4309, -0.2903, 4.0441], [-9.5834, 0.3377, 5.2277], [-8.5274, -1.0266, 5.6400], [-7.5382, 1.8183, 5.0494], [-7.7652, 1.1565, 6.6639], [-3.5317, 0.7866, 5.5547], [-3.1602, -0.2272, 4.1292], [-3.8935, -0.9712, 5.5772], [4.7030, -3.8069, -8.0401], [5.5254, -2.6858, -7.4398], [6.9175, -3.0427, -7.2809], [7.8333, -3.0110, -8.5782], [9.3862, -3.0882, -7.7574], [7.6797, -1.7395, -9.2166], [7.6359, -4.2099, -9.3309], [4.9805, -3.9928, -9.0765], [3.6455, -3.5434, -8.0074], [4.8542, -4.7316, -7.4837], [5.4517, -1.7711, -8.0294], [5.1801, -2.4594, -6.4337], [9.5112, -2.1903, -7.1594], [10.1483, -3.1434, -8.5312], [9.4085, -3.9810, -7.1388]],
  "lowdin_charge": [-0.01, -0.17, 0.06, -0.40, 0.07, -0.62, 0.81, -0.38, 0.60, -0.36, 0.25, -0.37, 0.14, 0.09, 0.09, 0.10, 0.11, 0.05, -0.07, -0.24, -0.26, 0.56, -0.11, -0.27, -0.29, 0.07, 0.09, 0.06, 0.11, 0.12, 0.08, 0.08, 0.05, -0.06, -0.24, -0.27, 0.56, -0.12, -0.28, -0.27, 0.07, 0.07, 0.09, 0.10, 0.12, 0.06, 0.08, 0.08, -0.07, -0.25, -0.26, 0.57, -0.12, -0.28, -0.27, 0.07, 0.08, 0.09, 0.11, 0.12, 0.07, 0.08, 0.08, -0.08, -0.26, -0.26, 0.56, -0.12, -0.28, -0.27, 0.07, 0.07, 0.09, 0.12, 0.08, 0.07, 0.08, 0.08]
}

***

Record 3
{
  "formula": "C31H34Cl2F13N6O8S2",
  "method": "the ωB97M-V functional and the def2-TZVPD basis",
  "total_charge": 1,
  "multiplicity": 1,
  "energy_ev": -140050.1626,
  "e_lumo_ev": -4.05,
  "species": ["C", "C", "N", "C", "C", "C", "C", "F", "F", "C", "F", "F", "S", "F", "F", "F", "F", "F", "C", "C", "C", "O", "O", "C", "C", "C", "C", "C", "N", "N", "C", "N", "C", "C", "C", "F", "F", "F", "N", "S", "C", "C", "O", "N", "C", "O", "F", "C", "Cl", "C", "C", "Cl", "H", "H", "H", "H", "H", "H", "H", "H", "H", "H", "H", "H", "H", "H", "H", "H", "H", "H", "H", "H", "H", "H", "H", "H", "H", "H", "H", "H", "H", "H", "C", "C", "C", "O", "C", "C", "C", "O", "O", "O", "H", "H", "H", "H"],
  "xyz": [[0.7547, 4.2605, -0.8366], [1.0999, 2.8071, -1.3976], [1.2440, 1.7079, -0.4828], [0.2142, 0.8836, 0.0739], [-1.1753, 1.5241, -0.3377], [-2.4959, 0.7365, -0.0300], [-3.6191, 1.2473, -1.0292], [-3.3716, 0.8893, -2.3327], [-3.4815, 2.6443, -1.0234], [-5.0940, 0.9942, -0.5527], [-5.2953, 1.1662, 0.7820], [-5.8558, 1.9813, -1.1429], [-5.8874, -0.6316, -1.0643], [-5.9431, -0.2276, -2.6286], [-7.3604, 0.0835, -0.8972], [-6.0257, -1.0480, 0.5299], [-4.4708, -1.4235, -1.1912], [-6.6392, -2.0115, -1.4496], [0.3441, -0.5827, -0.6191], [1.8095, -0.9973, -1.0240], [1.8405, -2.2652, -1.9734], [1.8072, -3.3909, -1.5541], [1.9673, -2.1337, -3.3542], [-0.3756, -0.6546, -2.0657], [-1.4455, -1.5998, -2.2712], [-2.0290, -1.6514, -3.6342], [-1.3747, -0.7348, -4.5538], [-0.2974, 0.1613, -4.2087], [0.2056, 0.1805, -2.9563], [-0.2470, -1.7098, 0.1468], [-0.5989, -1.4228, 1.4829], [-1.6197, -1.8922, 2.1250], [-2.5799, -2.8155, 1.4831], [-3.9115, -2.7653, 2.3351], [-5.0026, -3.7564, 1.8400], [-6.2558, -3.4048, 2.2472], [-4.9306, -3.9188, 0.4865], [-4.7620, -4.9739, 2.4469], [0.3055, -0.5760, 2.2283], [1.7409, -1.5276, 2.3843], [0.4207, 0.8034, 1.6917], [-0.7625, 1.5380, 2.5045], [-1.5232, 0.9039, 3.2181], [-0.9996, 2.9353, 2.5399], [-2.3771, 3.2441, 2.7876], [-3.1950, 3.4305, 1.9629], [-2.8039, 3.2899, 4.0904], [1.7301, 1.4242, 2.3141], [2.0229, 3.2130, 2.0377], [1.7439, 1.3191, 3.9358], [1.6032, 2.6462, 4.7375], [3.4220, 0.6644, 4.3476], [1.6919, 4.7524, -0.4681], [-0.0910, 4.2957, -0.1122], [0.4330, 4.8722, -1.7281], [0.4115, 2.6863, -2.2819], [2.1020, 2.9595, -1.8984], [2.2165, 1.5099, -0.2968], [-1.2600, 1.7155, -1.4423], [-1.3200, 2.5515, 0.0894], [-2.8844, 0.9467, 0.9964], [-2.4652, -0.3694, -0.1585], [2.5021, -1.2454, -0.1891], [2.3453, -0.2228, -1.6379], [2.4936, -1.3274, -3.5315], [-1.8860, -2.2952, -1.5362], [-2.8443, -2.3421, -3.9220], [-1.7345, -0.7380, -5.6100], [0.1536, 0.8104, -4.9957], [0.3191, -2.5654, 0.1729], [-1.7848, -1.6376, 3.1036], [-2.8099, -2.5847, 0.4195], [-2.1771, -3.8614, 1.5500], [-3.6429, -3.0596, 3.3857], [-4.2360, -1.6957, 2.3760], [1.3447, -2.7784, 2.7862], [-0.5925, 3.4747, 1.7769], [2.6932, 0.9911, 1.9304], [1.0026, 0.5922, 4.3348], [0.6994, 3.2629, 4.4935], [2.5376, 3.2640, 4.7952], [1.4308, 2.3342, 5.8115], [6.1266, -0.3977, -2.6309], [7.2269, -1.1449, -2.7881], [7.9471, -1.7301, -1.6142], [8.9296, -2.4171, -1.8015], [7.4284, -1.4387, -0.2768], [6.3333, -0.6903, -0.1239], [5.5995, -0.1295, -1.2992], [4.5885, 0.5354, -1.1135], [5.8383, -0.4062, 1.0987], [7.7313, -1.4032, -4.0008], [5.5957, 0.0292, -3.4710], [7.9666, -1.8518, 0.5652], [5.0506, 0.1453, 0.9396], [8.5197, -1.9604, -3.8454]],
  "lowdin_charge": [-0.11, -0.26, -0.04, -0.24, -0.07, -0.04, -0.37, 0.11, 0.08, -0.38, 0.12, 0.10, 0.91, -0.13, -0.15, -0.18, -0.16, -0.13, -0.22, -0.05, -0.45, 0.12, 0.08, -0.23, 0.00, 0.01, -0.04, -0.09, 0.10, 0.11, -0.33, 0.18, -0.10, -0.03, -0.54, 0.14, 0.12, 0.10, -0.34, 0.94, -0.24, -0.36, 0.09, 0.17, -0.45, 0.21, 0.12, -0.57, 0.75, -0.68, -0.21, 0.59, 0.06, 0.04, 0.09, 0.10, 0.13, 0.10, 0.12, 0.10, 0.12, 0.09, 0.09, 0.10, 0.12, 0.09, 0.12, 0.11, 0.13, 0.14, 0.18, 0.10, 0.16, 0.14, 0.13, -0.06, 0.09, 0.06, 0.09, 0.07, 0.07, 0.10, 0.07, -0.22, -0.30, 0.14, 0.09, -0.22, -0.31, 0.06, 0.09, 0.13, 0.14, 0.14, 0.10, 0.13]
}

***

Record 4
{
  "formula": "C28H38BHgN7S3",
  "method": "the ωB97M-V functional and the def2-TZVPD basis",
  "total_charge": -1,
  "multiplicity": 2,
  "s_squared": 0.7634,
  "energy_ev": -77445.3725,
  "e_lumo_ev": [2.61, 2.41],
  "e_above_lowest_kcal_mol": 0.0,
  "species": ["Hg", "C", "C", "C", "C", "N", "C", "C", "N", "B", "N", "C", "C", "N", "C", "S", "C", "C", "C", "C", "N", "C", "C", "N", "C", "S", "C", "C", "C", "C", "C", "S", "H", "H", "H", "H", "H", "H", "H", "H", "H", "H", "H", "H", "H", "H", "H", "H", "H", "H", "H", "H", "H", "H", "H", "H", "H", "H", "H", "H", "H", "H", "H", "H", "H", "H", "N", "C", "C", "C", "C", "C", "C", "C", "H", "H", "H", "H"],
  "xyz": [[0.1025, -1.5364, -1.2466], [3.0594, -1.2334, 2.6572], [2.1465, -0.3887, 3.5414], [3.0085, 0.5076, 4.4368], [1.3114, -1.3552, 4.3909], [1.2101, 0.4956, 2.7957], [0.2404, 1.1921, 3.5117], [-0.4097, 1.9824, 2.6527], [0.1380, 1.8087, 1.3988], [-0.5118, 2.5909, 0.2254], [0.4545, 2.7076, -0.9828], [1.6108, 3.4350, -0.7971], [2.3646, 3.3327, -1.8965], [1.6786, 2.5254, -2.7965], [0.4935, 2.1357, -2.2137], [-0.7183, 1.1849, -2.9321], [2.2669, 2.0226, -4.0638], [3.6156, 2.6993, -4.3039], [2.4921, 0.5141, -3.9257], [1.3555, 2.3499, -5.2481], [-1.8948, 2.0083, -0.1592], [-2.7303, 2.8010, -0.9186], [-3.8356, 2.1055, -1.2076], [-3.7025, 0.8532, -0.6214], [-2.4933, 0.8052, 0.0309], [-1.9243, -0.4693, 0.9993], [-4.6981, -0.2375, -0.7567], [-5.8483, 0.2246, -1.6493], [-4.0348, -1.4477, -1.4233], [-5.2638, -0.6047, 0.6169], [1.1438, 0.8921, 1.4801], [2.1645, 0.4265, 0.2062], [3.6611, -1.8680, 3.3133], [3.7205, -0.6178, 2.0564], [2.4780, -1.8692, 1.9899], [3.6991, -0.1043, 5.0201], [2.3931, 1.0951, 5.1197], [3.5909, 1.1988, 3.8243], [1.9726, -2.0866, 4.8566], [0.6041, -1.8873, 3.7537], [0.7572, -0.8474, 5.1810], [0.0805, 1.0540, 4.5641], [-1.2352, 2.6546, 2.8097], [-0.7134, 3.7239, 0.6154], [1.8028, 3.9517, 0.1272], [3.3324, 3.7481, -2.0972], [4.3366, 2.4386, -3.5275], [3.5170, 3.7853, -4.3570], [4.0072, 2.3473, -5.2579], [3.0537, 0.3103, -3.0118], [3.0517, 0.1334, -4.7835], [1.5395, -0.0088, -3.8624], [1.2139, 3.4307, -5.3278], [0.3843, 1.8812, -5.1231], [1.8135, 1.9845, -6.1703], [-2.4493, 3.8021, -1.1954], [-4.6869, 2.3966, -1.7907], [-5.4946, 0.4765, -2.6506], [-6.3771, 1.0793, -1.2233], [-6.5575, -0.5978, -1.7378], [-3.5383, -1.1352, -2.3443], [-4.7872, -2.2030, -1.6611], [-3.2889, -1.8872, -0.7660], [-5.7704, 0.2548, 1.0631], [-4.4630, -0.9212, 1.2801], [-5.9805, -1.4218, 0.5088], [1.4065, -7.4695, 3.7639], [1.2674, -6.5885, 3.0353], [1.0803, -5.4999, 2.1195], [0.0815, -4.5517, 2.3526], [-0.1066, -3.5157, 1.4490], [0.6745, -3.4198, 0.3012], [1.6707, -4.3639, 0.0814], [1.8892, -5.3929, 0.9866], [-0.5289, -4.6321, 3.2449], [-0.8659, -2.7664, 1.6482], [2.2936, -4.3001, -0.8046], [2.6782, -6.1185, 0.8255]],
  "lowdin_charge": [0.64, -0.09, -0.54, -0.04, -0.03, 0.00, -0.08, -0.10, 0.01, -0.62, 0.02, -0.12, -0.08, 0.00, -0.71, 0.56, -0.56, -0.07, -0.05, -0.06, 0.02, -0.11, -0.07, 0.00, -0.69, 0.62, -0.56, -0.07, -0.05, -0.06, -0.69, 0.58, 0.08, 0.03, 0.06, 0.08, 0.07, 0.09, 0.09, 0.08, 0.07, 0.11, 0.12, 0.12, 0.12, 0.10, 0.08, 0.08, 0.08, 0.08, 0.08, 0.02, 0.09, 0.01, 0.08, 0.12, 0.10, 0.09, 0.08, 0.08, 0.09, 0.08, 0.03, 0.09, 0.02, 0.08, 0.12, -0.21, -0.26, -0.06, -0.18, -0.25, -0.15, -0.06, 0.11, 0.01, 0.08, 0.11]
}